Computed, not measured: C32H40EuN5OP2 as an isolated structure in a non-equilibrium geometry, with ωB97M-V/def2-TZVPD.

Structure (XYZ):
```
81
Properties=species:S:1:pos:R:3
C 3.9723 2.4717 -4.0569
H 4.3990 2.6424 -5.0412
H 1.0820 -1.8789 0.1536
C -8.9466 -0.8070 1.5244
C 5.8060 4.7873 1.4317
H 3.7234 3.9303 1.6006
C 5.1122 -3.5594 3.9596
N 3.2046 -2.2655 0.1291
H 0.9732 -3.8936 -1.7241
H -5.1971 2.8870 1.6015
H -6.7899 -1.1954 1.3853
N 4.0238 -2.0830 2.6176
H 5.0965 -3.0967 -0.5221
H -0.6708 0.5674 -0.3677
C 4.6611 2.4283 -2.8461
C -4.0819 -1.8520 -1.6835
H -2.8809 2.2124 -0.1881
N -7.6012 -0.0617 -0.2398
O -6.4337 -0.0812 -0.8835
C 3.2164 -3.8868 -1.4623
C 4.7490 -3.2839 2.6435
H -3.6470 -2.7335 -2.1827
C -7.6852 -0.6592 0.9791
C -3.1366 -1.6814 0.6725
H -3.6899 -0.4859 -3.2526
C 6.9183 4.2895 0.6660
H 4.7407 -2.3779 5.8530
H 5.8956 -1.5521 0.4609
H 5.7137 2.5620 -2.6333
C 2.5827 2.2186 -3.7666
H -5.1260 -1.7863 -2.0223
H 7.0203 2.4804 -0.6590
H -2.2504 -0.9007 -2.3405
C 2.4704 2.0386 -2.3998
C -1.6320 0.4133 0.1496
H 4.9366 -3.8409 1.7354
H 3.5545 -4.6602 -2.1469
C 4.0192 -3.1185 -0.6241
H -5.3088 3.0028 -0.2505
C -1.7847 -1.1174 0.2773
C 4.6089 -2.4822 4.7765
H -1.4071 -1.5928 -0.6408
C 4.7321 3.9391 1.1994
H 3.4475 -0.6602 4.1377
H 5.8091 5.6711 2.0658
H -5.0527 -2.5037 0.1805
C -9.9947 -0.0473 1.0309
C -8.6013 0.7089 -0.7748
C 6.4761 3.1573 -0.0123
H -9.0404 -1.5868 2.2779
C -2.7331 1.1782 -0.5327
C 1.8773 -2.4778 -0.2809
P 4.0189 1.6455 -0.1668
C 5.2548 0.3098 -0.5193
H -4.2624 1.3492 -1.9884
N 3.7452 2.1663 -1.8180
H 6.2508 0.7103 -0.7464
H -6.7464 2.3866 0.7328
H -1.5022 0.8713 1.1426
H 7.9149 4.7214 0.6176
C -9.8144 0.7633 -0.1061
H -1.0931 -1.4087 1.0828
C -5.6477 2.4954 0.6683
H 5.6840 -4.4155 4.3089
Eu -4.8423 0.3086 0.7255
H -3.2828 -1.8098 1.7608
H 5.8121 -0.1525 1.5500
H -10.9621 -0.0732 1.5111
H -8.3161 1.2967 -1.6259
C 3.9537 -1.5994 3.9390
C -3.3100 -0.6307 -2.2310
H 1.7762 2.1579 -4.4953
H 1.6163 1.8209 -1.7659
H -10.5584 1.4722 -0.4326
P 3.6021 -1.0174 1.2904
H 4.8988 -0.2181 -1.4187
C -3.5018 0.6958 -1.5429
N 5.1268 2.9410 0.2899
C 5.3224 -0.6420 0.6908
C 1.8557 -3.4793 -1.2380
C -4.1235 -2.0427 -0.1899
```

⟨S²⟩	20.03
LUMO level (alpha / beta)	-0.186 / -0.316	eV
net charge	0
multiplicity	9
ΔE to the lowest compared entry with this formula, charge and spin	0.00	kJ/mol